{"formula": "C3H3O4Pd", "method": "wB97M-V/def2-TZVPD", "total_energy_ev": -14801.2575, "homo_energy_ev": [-18.04, -19.95], "multiplicity": 4, "lumo_energy_ev": [-8.487, -15.215], "total_charge": 2, "species": ["C", "C", "H", "Pd", "O", "O", "C", "O", "O", "H", "H"], "positions_angstrom": [[0.022, 2.078, -1.214], [-0.850, 1.095, -1.403], [-1.457, 0.212, -1.212], [1.387, 2.963, -0.791], [-1.047, 2.158, -2.204], [0.651, -0.186, 0.211], [0.518, -1.146, 0.927], [-0.638, -1.720, 1.245], [1.539, -1.734, 1.530], [-1.370, -1.260, 0.813], [1.245, -2.461, 2.096]], "forces_ev_per_a": [[-5.20, -3.79, -1.80], [-0.71, -0.28, 0.30], [0.18, 0.37, -0.44], [5.64, 4.03, 1.67], [-0.22, 0.39, -0.41], [0.63, 2.90, -2.19], [0.67, -6.90, 5.76], [0.99, 1.59, -1.23], [-0.76, 2.39, -2.10], [-0.94, -0.15, 0.07], [-0.28, -0.54, 0.37]], "lowdin_charge": [-0.3025, -0.0126, 0.1488, 1.0623, 0.1710, 0.4100, -0.4559, 0.3105, 0.3022, 0.1719, 0.1943]}